Arrangement i

Below is a structure of composition C18H41O2P3Pb, with properties calculated with ωB97M-V with the def2-TZVPD basis set.

- HOMO energy (alpha / beta) (eV) = -19.720 / -19.596
- gap between HOMO and LUMO (alpha / beta) (eV) = 5.471 / 2.963
- lowest unoccupied orbital energy (alpha / beta) (eV) = -14.2 / -16.6
- total charge = +4

Last column: Mulliken charge in e.
Positions of all 65 atoms, in Å:
Pb: -0.55 0.13 0.79  0.652
P: 1.66 1.05 2.49  0.854
P: -1.03 2.83 -0.01  0.686
P: 1.96 -0.35 -0.37  0.585
H: -1.33 -4.71 1.81  0.321
C: -0.25 -4.79 1.65  -0.149
C: 0.62 -4.39 2.60  -0.217
H: 0.24 -3.85 3.47  0.318
C: 1.16 1.36 4.23  -1.481
C: 2.58 2.61 2.15  -1.228
C: 3.09 -0.05 2.85  -1.107
C: -2.44 2.64 -1.18  -1.228
C: -1.71 4.21 0.99  -1.212
C: 0.10 3.77 -1.10  -1.244
C: 2.67 -1.98 0.10  -1.053
C: 3.37 0.72 -0.86  -1.328
C: 1.41 -0.83 -2.03  -1.439
H: 0.09 -5.37 0.79  0.324
H: 1.70 -4.53 2.51  0.352
H: 0.83 0.43 4.71  0.409
H: 0.35 2.10 4.29  0.370
H: 2.02 1.76 4.79  0.525
H: 1.89 3.47 2.19  0.394
H: 3.05 2.60 1.16  0.290
H: 3.37 2.76 2.91  0.471
H: 2.72 -1.01 3.23  0.327
H: 3.74 0.40 3.61  0.475
H: 3.70 -0.27 1.96  0.240
H: -2.60 3.59 -1.71  0.484
H: -3.35 2.39 -0.61  0.428
H: -2.23 1.82 -1.89  0.165
H: -2.45 4.78 0.41  0.433
H: -0.89 4.87 1.30  0.443
H: -2.19 3.79 1.89  0.352
H: -0.42 4.60 -1.60  0.446
H: 0.53 3.10 -1.84  0.364
H: 0.92 4.17 -0.48  0.383
H: 2.89 -2.50 -0.85  0.477
H: 1.95 -2.58 0.67  -0.143
H: 3.60 -1.88 0.67  0.557
H: 3.80 0.29 -1.77  0.481
H: 4.15 0.78 -0.09  0.438
H: 3.01 1.73 -1.08  0.325
H: 2.29 -1.17 -2.59  0.522
H: 0.94 0.00 -2.56  0.561
H: 0.69 -1.65 -1.95  0.207
C: -1.85 -1.46 -3.54  1.059
C: -3.04 -1.14 -4.25  -0.461
C: -3.53 -2.05 -5.20  -0.548
C: -2.78 -3.18 -5.55  -0.393
C: -1.52 -3.38 -4.97  -0.557
C: -1.02 -2.49 -4.01  -0.290
O: -1.52 -0.89 -2.33  -0.063
H: -2.17 -0.22 -2.06  0.176
H: -3.58 -0.23 -4.03  0.454
H: -4.49 -1.87 -5.68  0.438
H: -3.19 -3.90 -6.27  0.463
H: -0.92 -4.24 -5.27  0.435
H: -0.01 -2.61 -3.62  0.388
C: -3.01 -0.03 3.44  -0.708
O: -1.67 0.44 3.19  -0.248
H: -3.57 0.05 2.51  0.265
H: -3.52 0.60 4.19  0.332
H: -2.98 -1.07 3.79  0.255
H: -1.32 0.84 4.02  0.173

---

Arrangement ii

Below is a structure of composition C18H41O2P3Pb, with properties calculated with ωB97M-V with the def2-TZVPD basis set.

- HOMO energy (alpha / beta) (eV) = -19.351 / -19.380
- gap between HOMO and LUMO (alpha / beta) (eV) = 5.062 / 4.994
- lowest unoccupied orbital energy (alpha / beta) (eV) = -14.3 / -14.4
- total charge = +4

Last column: Mulliken charge in e.
Positions of all 65 atoms, in Å:
Pb: -0.14 -0.65 -0.43  1.019
P: 0.39 -2.97 -1.85  0.556
P: 2.60 -0.20 0.25  0.507
P: -2.66 0.32 -1.19  0.578
H: 1.92 4.13 -1.16  0.321
C: 0.84 4.23 -0.96  -0.534
C: 0.34 4.27 0.30  -0.593
H: 0.99 4.20 1.18  0.329
C: 1.18 -2.40 -3.39  -0.561
C: 1.60 -4.25 -1.32  -1.187
C: -1.02 -3.96 -2.45  -1.132
C: 2.88 1.42 1.05  -0.892
C: 3.22 -1.42 1.47  -1.088
C: 3.82 -0.27 -1.10  -1.119
C: -2.99 2.04 -0.68  -1.069
C: -4.18 -0.64 -0.92  -1.204
C: -2.59 0.50 -2.99  -1.416
H: 0.20 4.35 -1.84  0.294
H: -0.73 4.43 0.50  0.324
H: 1.11 -3.20 -4.14  0.532
H: 2.24 -2.14 -3.22  0.273
H: 0.66 -1.50 -3.74  -0.233
H: 1.65 -5.03 -2.09  0.444
H: 1.27 -4.67 -0.36  0.429
H: 2.59 -3.78 -1.19  0.345
H: -0.65 -4.82 -3.01  0.431
H: -1.67 -3.35 -3.10  0.335
H: -1.61 -4.30 -1.59  0.413
H: 3.93 1.71 0.94  0.446
H: 2.64 1.33 2.12  0.434
H: 2.23 2.18 0.59  0.005
H: 4.32 -1.37 1.52  0.444
H: 2.90 -2.43 1.17  0.299
H: 2.81 -1.18 2.46  0.371
H: 4.84 -0.25 -0.70  0.472
H: 3.67 0.60 -1.76  0.375
H: 3.67 -1.19 -1.68  0.260
H: -3.68 2.51 -1.41  0.443
H: -2.05 2.62 -0.65  0.176
H: -3.46 2.04 0.31  0.454
H: -4.97 -0.29 -1.60  0.438
H: -4.50 -0.52 0.12  0.428
H: -3.98 -1.71 -1.12  0.366
H: -3.57 0.81 -3.38  0.500
H: -2.30 -0.44 -3.47  0.523
H: -1.83 1.24 -3.25  0.374
C: -0.87 0.51 -6.15  1.204
C: -0.04 0.23 -7.25  -0.678
C: 0.03 1.17 -8.28  -0.498
C: -0.73 2.36 -8.21  -0.494
C: -1.61 2.57 -7.14  -0.510
C: -1.70 1.63 -6.12  -0.193
O: -0.87 -0.25 -5.00  -0.252
H: -0.47 -1.15 -5.13  0.329
H: 0.52 -0.71 -7.27  0.407
H: 0.67 0.99 -9.14  0.442
H: -0.68 3.09 -9.02  0.454
H: -2.24 3.46 -7.08  0.463
H: -2.39 1.73 -5.29  0.282
C: -0.99 -0.49 3.09  -0.589
O: -0.70 -1.44 2.05  -0.382
H: -1.74 0.22 2.69  0.205
H: -0.08 0.08 3.34  0.246
H: -1.37 -0.97 4.01  0.376
H: -0.82 -2.34 2.41  0.279

---

Which is most stable, and by how much? arrangement ii, by 126.0 kJ/mol.

---

Arrangement i

Below is the ion CH6N4O with charge +2, with properties calculated with ωB97M-V with the def2-TZVPD basis set.

- SMILES string = [H]/N=[NH+]/O/C=[NH+]/N
- HOMO energy (alpha / beta) (eV) = -19.158 / -19.159
- gap between HOMO and LUMO (alpha / beta) (eV) = 8.203 / 8.205
- lowest unoccupied orbital energy (alpha / beta) (eV) = -11.0 / -11.0
- total charge = +2

Last column: Mulliken charge in e.
Positions of all 12 atoms, in Å:
H: -3.61 -0.88 -0.09  0.361
N: -2.60 -0.72 -0.04  -0.422
N: -2.14 0.39 -0.02  0.574
O: -0.83 0.70 0.05  -0.171
C: 0.24 -0.16 0.11  0.216
N: 1.41 0.37 -0.02  0.381
N: 2.57 -0.24 -0.02  -0.617
H: -2.64 1.32 -0.06  0.348
H: 0.07 -1.22 0.28  0.415
H: 1.45 1.40 -0.15  0.364
H: 3.43 0.30 -0.10  0.288
H: 2.63 -1.25 0.07  0.264

---

Arrangement ii

Below is a structure of composition CH6N4O, with properties calculated with ωB97M-V with the def2-TZVPD basis set.

- HOMO energy (alpha / beta) (eV) = -17.429 / -17.429
- gap between HOMO and LUMO (alpha / beta) (eV) = 9.391 / 9.391
- lowest unoccupied orbital energy (alpha / beta) (eV) = -8.0 / -8.0
- total charge = +2

Last column: Mulliken charge in e.
Positions of all 12 atoms, in Å:
C: 7.50 0.53 -0.80  0.204
N: -10.54 -0.69 -0.33  -0.170
N: 8.37 0.44 0.23  -0.084
N: -11.40 0.04 0.03  -0.002
N: 7.63 -0.65 0.63  0.035
O: 6.84 -0.56 -0.45  -0.140
H: 7.47 1.18 -1.66  0.389
H: -9.50 -0.75 0.01  0.364
H: 9.13 0.95 0.69  0.306
H: -11.12 1.26 1.05  0.470
H: -12.32 -0.20 -0.29  0.338
H: 7.94 -1.55 0.88  0.290

---

Which is most stable, and by how much? arrangement i, by 105.0 kJ/mol.

---

Arrangement i

Below is the ion CH6N4O with charge +2, with properties calculated with ωB97M-V with the def2-TZVPD basis set.

- HOMO energy (alpha / beta) (eV) = -21.700 / -21.673
- gap between HOMO and LUMO (alpha / beta) (eV) = 8.518 / 8.493
- lowest unoccupied orbital energy (alpha / beta) (eV) = -13.2 / -13.2
- total charge = +2

Last column: Mulliken charge in e.
Positions of all 12 atoms, in Å:
C: 0.77 -0.40 -1.67  0.278
N: 0.63 -1.32 -0.55  0.120
N: -0.09 0.73 -1.29  0.160
N: 0.48 -0.83 0.69  -0.144
N: -0.25 1.09 -0.02  -0.134
O: 1.35 -0.61 -2.62  -0.146
H: 0.41 -2.35 -0.57  0.349
H: -0.70 1.04 -1.92  0.247
H: 0.09 -1.39 1.32  0.256
H: 1.20 -0.41 1.23  0.342
H: 0.58 1.49 0.34  0.359
H: -1.10 1.60 0.06  0.312

---

Arrangement ii

Below is a structure of composition CH6N4O, with properties calculated with ωB97M-V with the def2-TZVPD basis set.

- HOMO energy (eV) = -17.378
- gap between HOMO and LUMO (eV) = 9.367
- lowest unoccupied orbital energy (eV) = -8.0
- total charge = +2

Last column: Mulliken charge in e.
Positions of all 12 atoms, in Å:
C: 6.06 0.79 0.15  0.184
N: -9.83 -0.55 -0.52  -0.135
N: 7.23 0.22 0.29  0.024
N: -9.27 0.00 0.39  0.009
N: 6.69 -1.00 -0.05  0.024
O: 5.44 -0.35 -0.28  -0.161
H: 5.85 1.85 0.13  0.385
H: -9.57 -0.31 -1.53  0.345
H: 8.11 0.55 0.48  0.235
H: -8.38 0.88 -0.07  0.431
H: -9.39 -0.22 1.42  0.351
H: 7.05 -1.86 -0.39  0.309

---

Which is most stable, and by how much? arrangement ii, by 42.5 kJ/mol.